<w>
ORCA calculation (ωB97M-V/def2-TZVPD) on a 2-piece molecular cluster, C2H8S3 overall.

Positions of all 13 atoms, in Å:
C  -1.87878  -0.26143  1.29361
S  -1.06430  -1.94392  1.36203
H  -1.69387  0.27693  2.21608
H  -2.89634  -0.54041  1.07033
H  -1.54557  0.40628  0.48439
H  -0.07807  -1.67151  0.49853
C  1.86359  1.07223  0.71360
S  1.34618  0.15752  -0.85731
S  -0.11795  1.36951  -1.63095
H  1.08084  1.82811  0.76501
H  1.77727  0.43687  1.59802
H  2.89288  1.36308  0.57981
H  -1.27574  0.91398  -1.15545

- Multiplicity: 1
- Structure (SMILES): CSS.CS
- HOMO-LUMO gap: 9.414 eV
- LUMO energy: 0.3472 eV



<x>
ORCA calculation (ωB97M-V/def2-TZVPD) on a 2-piece molecular cluster, C2H8S3 overall.

Positions of all 13 atoms, in Å:
S  -3.05651  -2.53873  -0.73799
S  -1.12102  -2.11965  -0.39972
H  -3.61690  -1.87103  0.24842
H  -1.10947  -0.78273  -0.62637
C  1.79914  1.79065  -1.12154
C  2.75998  2.05846  0.07227
S  1.92637  2.58676  1.64437
H  2.17605  2.38557  -1.94716
H  1.73308  0.72790  -1.33550
H  0.81501  2.11315  -0.78859
H  3.50517  2.81822  -0.13043
H  3.26087  1.14242  0.37765
H  1.44980  3.76569  1.20105

- Multiplicity: 1
- Structure (SMILES): CCS.SS
- HOMO-LUMO gap: 9.589 eV
- LUMO energy: 0.4636 eV



<y>
ORCA calculation (ωB97M-V/def2-TZVPD) on a 2-piece molecular cluster, C2H8S3 overall.

Positions of all 13 atoms, in Å:
C  2.57092  -3.14872  0.75157
S  1.28072  -1.99026  0.21890
H  2.16327  -4.12802  0.96268
H  3.37162  -3.22426  0.02335
H  2.94394  -2.72169  1.67622
H  0.85716  -2.64844  -0.86243
C  -1.57126  3.14088  0.35786
S  -2.90786  2.09225  -0.20698
S  -2.45431  1.89784  -2.21356
H  -1.44705  4.01657  -0.28169
H  -0.64777  2.58140  0.50043
H  -1.86673  3.56644  1.31453
H  -2.29264  0.56602  -2.24089

- Multiplicity: 1
- Structure (SMILES): CSS.CS
- HOMO-LUMO gap: 9.264 eV
- LUMO energy: 0.6017 eV



Most stable: <y>



<w>
ORCA calculation (ωB97M-V/def2-TZVPD) on C4H11N3 as an isolated structure.

Positions of all 18 atoms, in Å:
C  1.05907  0.98028  0.68704
N  0.24669  -1.30476  0.01740
C  0.77103  0.01104  -0.42637
N  1.19791  -2.14962  0.69592
N  1.25470  0.19814  -1.60062
H  -0.04872  -1.83622  -0.80520
H  1.38987  -1.75312  1.61506
H  2.07987  -2.12546  0.17978
H  1.10922  -0.61222  -2.20309
H  2.10025  0.88001  1.00630
H  0.88786  1.99330  0.32359
H  0.41774  0.80185  1.55240
C  -1.82788  0.32697  -0.48089
C  -2.33915  1.39648  0.13588
H  -2.15936  1.60036  1.19051
H  -2.07368  0.17970  -1.53451
H  -1.14420  -0.73829  0.03787
H  -2.92122  2.15156  -0.39105

- Multiplicity: 1
- HOMO-LUMO gap: 9.886 eV
- LUMO energy: 0.8437 eV



<x>
ORCA calculation (ωB97M-V/def2-TZVPD) on one molecule with the formula C4H11N3.

Positions of all 18 atoms, in Å:
C  0.87769  1.44936  0.69463
C  -0.36764  2.24231  1.05428
N  0.02841  -2.40478  0.01014
C  0.45072  0.06556  -0.17515
N  -0.85522  -2.32044  -1.15221
N  0.15720  0.20249  -1.50063
C  0.47823  -0.93751  0.64596
H  0.88630  -2.83313  -0.34113
H  -0.93229  -3.25393  -1.55492
H  -1.77161  -2.08047  -0.77645
H  -0.28738  -0.66129  -1.86254
H  -0.32899  1.05505  -1.74055
H  0.74645  -1.05799  1.67785
H  1.45785  1.20157  1.58208
H  1.52005  1.99246  0.00150
H  -0.96630  2.46281  0.16973
H  -0.98892  1.68202  1.75218
H  -0.10454  3.19591  1.51522

- Multiplicity: 1
- Structure (SMILES): CC/C(N)=C/NN
- HOMO-LUMO gap: 8.822 eV
- LUMO energy: 1.1144 eV



Most stable: <x>



<w>
ORCA calculation (ωB97M-V/def2-TZVPD) on one molecule with the formula C4H11N3.

Positions of all 18 atoms, in Å:
C  -0.33899  0.28001  1.16296
C  2.30414  -0.36357  -0.33868
N  -0.57602  1.42828  0.26213
N  0.94775  -0.45889  -0.87273
C  -0.16264  -0.69178  -0.00157
N  -1.97385  1.65635  -0.03443
C  -1.05474  -1.67881  -0.28671
H  0.20103  1.29676  -0.61096
H  0.91228  -1.10506  -1.66197
H  -2.10612  2.62461  -0.33196
H  -2.57062  1.55794  0.79045
H  0.58418  0.43616  1.72973
H  -1.20088  0.02006  1.78592
H  2.40390  0.56944  0.22239
H  2.52097  -1.20357  0.32646
H  3.02616  -0.36569  -1.15989
H  -0.85065  -2.38612  -1.08293
H  -2.06588  -1.61614  0.10179

- Multiplicity: 1
- Structure (SMILES): C=C(CNN)NC
- HOMO-LUMO gap: 8.103 eV
- LUMO energy: 1.0595 eV



<x>
ORCA calculation (ωB97M-V/def2-TZVPD) on a 2-piece molecular cluster, C4H11N3 overall.

Positions of all 18 atoms, in Å:
C  -2.35089  0.10828  1.76407
C  1.81376  -0.72383  0.85295
C  1.18038  -0.12960  -1.72562
C  0.97937  -0.70443  -0.37457
N  -1.17239  -0.05436  1.29982
N  -1.26270  1.02795  -0.82240
N  -0.58893  0.51780  0.27465
H  -2.64761  -0.31548  2.82077
H  -3.24847  0.74235  1.25850
H  2.31305  0.22809  0.86872
H  1.18441  -0.92135  1.82573
H  2.67862  -1.34262  0.69182
H  1.08576  -0.84443  -2.53667
H  2.20548  0.36937  -1.84158
H  0.66985  0.78289  -1.90081
H  0.31202  -1.64544  -0.51965
H  -0.90842  1.96590  -0.86557
H  -2.24327  0.93890  -1.07014

- Multiplicity: 1
- HOMO-LUMO gap: 8.378 eV
- LUMO energy: 0.9876 eV



Most stable: <w>



<w>
ORCA calculation (ωB97M-V/def2-TZVPD) on one molecule with the formula C4H11N3.

Positions of all 18 atoms, in Å:
C  -0.75790  -0.32377  0.08752
C  -0.67339  -1.68622  0.77738
C  1.60650  0.65466  0.36774
N  -0.51076  -0.50518  -1.33207
C  0.16405  0.66429  0.78350
N  -0.43494  0.77446  -2.03693
N  -0.36162  1.42191  1.63941
H  0.40518  -0.93493  -1.46614
H  -1.78080  0.05855  0.19518
H  -0.64603  0.55822  -3.01154
H  -1.21066  1.33867  -1.69248
H  0.28020  2.06587  2.09981
H  -0.96255  -1.58615  1.81947
H  -1.34321  -2.38490  0.28366
H  0.33860  -2.08321  0.72905
H  1.67823  1.05920  -0.64235
H  2.20680  1.26841  1.03707
H  2.00229  -0.35987  0.36173

- Multiplicity: 1
- Structure (SMILES): [H]/N=C(\C)[C@H](C)NN
- HOMO-LUMO gap: 9.420 eV
- LUMO energy: 1.1069 eV



<x>
ORCA calculation (ωB97M-V/def2-TZVPD) on one molecule with the formula C4H11N3.

Positions of all 18 atoms, in Å:
C  0.99779  1.11016  -1.45958
C  0.45135  1.23178  -0.00974
C  -0.31823  0.00625  0.56519
C  -1.68966  -0.06456  0.86317
N  -2.34823  -1.30286  0.91494
N  0.67682  -1.01056  0.83560
N  2.10778  0.20777  -1.47885
H  0.10789  0.80246  -2.12039
H  1.28739  2.17715  -1.65739
H  -0.27731  2.18587  0.04828
H  1.38481  1.45488  0.66499
H  -2.27277  0.74229  1.35892
H  -2.15998  -1.84975  0.06154
H  -3.36347  -1.18162  0.88501
H  1.12084  -0.68551  1.73442
H  0.20614  -1.96871  0.78121
H  1.79369  -0.62631  -0.99837
H  2.47070  -0.01294  -2.41433

- Multiplicity: 1
- Structure (SMILES): N/C=C(\N)CCN
- HOMO-LUMO gap: 8.213 eV
- LUMO energy: 0.8338 eV



Most stable: <w>